The following is a DFT calculation (wB97M-V/def2-TZVPD) of a structure of composition C5H6O.

```
12
C5H6O, DFT wB97M-V/def2-TZVPD
C 1.4281 -0.4097 0.8592
C 0.2494 -0.1893 -0.0183
O -2.7860 0.3731 -0.7585
C -0.3736 1.1027 -0.5399
C -1.6012 0.1701 -0.7074
C -0.7448 -1.0029 -0.4262
H 1.4287 0.3509 1.6489
H 2.3793 -0.3264 0.3238
H 1.3687 -1.3948 1.3296
H 0.0484 1.4571 -1.4872
H -0.4917 1.9430 0.1520
H -0.9053 -2.0739 -0.3760
```

As for the total charge: 0. As for the strongest force on any atom: 0.009 Eh/bohr. The value obtained for the HOMO energy is -0.3478 Eh. For the energy above the lowest of the compared OMol25 structures with the same formula, charge and spin, the calculation gives 105.6 kJ/mol. For the HOMO-LUMO gap, the calculation gives 10.29 eV. Its multiplicity is 1. The LUMO energy is 0.83 eV. The calculation puts the calculated total energy at -7328.191 eV.

The following is a DFT calculation (wB97M-V/def2-TZVPD) of an isolated molecule of C5H6O in a non-equilibrium geometry.

```
12
C5H6O, DFT wB97M-V/def2-TZVPD
C -1.7474 -0.2533 -0.4231
C -0.4525 -0.1144 -0.1979
C 0.6868 -0.9804 -0.4430
C 1.7453 -0.3891 0.1306
O 1.4993 0.8107 0.7199
C 0.1048 1.0746 0.5101
H -2.2028 -1.0012 -1.0393
H -2.5133 0.3087 0.0825
H 0.6624 -1.9472 -0.9248
H 2.7682 -0.7334 0.2185
H -0.5594 1.2068 1.3960
H 0.0085 2.0181 -0.0294
```

As for the total charge: 0. As for the strongest force on any atom: 0.025 Eh/bohr. The value obtained for the HOMO energy is -0.2941 Eh. For the energy above the lowest of the compared OMol25 structures with the same formula, charge and spin, the calculation gives 127.1 kJ/mol. For the HOMO-LUMO gap, the calculation gives 9.05 eV. Its multiplicity is 1. The LUMO energy is 1.04 eV. The SMILES is C=C1C=COC1. The calculation puts the calculated total energy at -7327.967 eV.

The following is a DFT calculation (wB97M-V/def2-TZVPD) of an isolated molecule of C5H6O.

```
12
C5H6O, DFT wB97M-V/def2-TZVPD
O -2.5464 -0.0384 -0.6480
C -2.1082 -0.2351 0.4596
C -0.6631 -0.0268 0.8608
C 0.2059 0.3911 -0.2817
C 1.5502 0.1460 -0.3684
C 2.7627 -0.3192 -0.0897
H -2.7753 -0.5846 1.2754
H -0.2950 -0.9577 1.3140
H -0.6460 0.7211 1.6672
H 1.3292 -0.3212 -1.3780
H -0.3064 0.7704 -1.1632
H 3.5728 0.3145 0.2862
```

As for the total charge: 0. As for the strongest force on any atom: 0.012 Eh/bohr. The value obtained for the HOMO energy is -0.2926 Eh. For the energy above the lowest of the compared OMol25 structures with the same formula, charge and spin, the calculation gives 523.9 kJ/mol. For the HOMO-LUMO gap, the calculation gives 7.76 eV. Its multiplicity is 1. The LUMO energy is -0.20 eV. The calculation puts the calculated total energy at -7323.855 eV.

The following is a DFT calculation (wB97M-V/def2-TZVPD) of an isolated molecule of C5H6O.

```
12
C5H6O, DFT wB97M-V/def2-TZVPD
C 0.0496 -1.3876 -1.2012
C 0.3928 0.1017 -1.3158
C 0.2035 0.7255 -0.0079
C -0.0585 1.0370 1.1298
C -0.4357 1.2801 2.5045
O -0.9138 0.4019 3.1968
H 0.7987 -1.9130 -0.6030
H -0.9173 -1.5179 -0.7068
H -0.0020 -1.8534 -2.1870
H -0.2596 0.5900 -2.0491
H 1.4222 0.2398 -1.6666
H -0.2799 2.2959 2.9064
```

As for the total charge: 0. As for the strongest force on any atom: 0.016 Eh/bohr. The value obtained for the HOMO energy is -0.3775 Eh. For the energy above the lowest of the compared OMol25 structures with the same formula, charge and spin, the calculation gives 176.8 kJ/mol. For the HOMO-LUMO gap, the calculation gives 10.59 eV. Its multiplicity is 1. The LUMO energy is 0.32 eV. The SMILES is CCC#CC=O. The calculation puts the calculated total energy at -7327.452 eV.

The following is a DFT calculation (wB97M-V/def2-TZVPD) of an isolated molecule of C5H6O.

```
12
C5H6O, DFT wB97M-V/def2-TZVPD
C 2.1666 0.0072 1.0345
C 1.4351 -0.3671 0.1547
C 0.4150 -0.8039 -0.8010
C -0.9573 -0.5030 -0.1861
C -1.2908 0.9569 0.0290
O -1.6995 -1.3957 0.1482
H 2.8103 0.3261 1.8240
H 0.5221 -0.2715 -1.7550
H 0.4820 -1.8790 -0.9904
H -2.3746 1.0861 0.0198
H -0.8207 1.6013 -0.7201
H -0.9119 1.2638 1.0102
```

As for the total charge: 0. As for the strongest force on any atom: 0.011 Eh/bohr. The value obtained for the HOMO energy is -0.3554 Eh. For the energy above the lowest of the compared OMol25 structures with the same formula, charge and spin, the calculation gives 152.7 kJ/mol. For the HOMO-LUMO gap, the calculation gives 10.56 eV. Its multiplicity is 1. The LUMO energy is 0.89 eV. The SMILES is C#CCC(C)=O. The calculation puts the calculated total energy at -7327.701 eV.

The following is a DFT calculation (wB97M-V/def2-TZVPD) of an isolated molecule of C5H6O.

```
12
C5H6O, DFT wB97M-V/def2-TZVPD
C -2.4222 -0.3739 -0.0349
C -1.3728 -0.3768 0.5554
C -0.0063 -0.3283 1.0848
C 0.9426 -0.3529 -0.1017
C 1.0047 0.8126 -0.9731
O 2.0639 0.5115 -0.0685
H -3.3491 -0.3655 -0.5638
H 0.1874 -1.1619 1.7692
H 0.1575 0.6009 1.6428
H 1.1331 -1.3365 -0.5325
H 0.4018 1.6840 -0.7147
H 1.2300 0.6920 -2.0310
```

As for the total charge: 0. As for the strongest force on any atom: 0.011 Eh/bohr. The value obtained for the HOMO energy is -0.3698 Eh. For the energy above the lowest of the compared OMol25 structures with the same formula, charge and spin, the calculation gives 269.9 kJ/mol. For the HOMO-LUMO gap, the calculation gives 11.13 eV. Its multiplicity is 1. The LUMO energy is 1.07 eV. The SMILES is C#CC[C@H]1CO1. The calculation puts the calculated total energy at -7326.487 eV.

The following is a DFT calculation (wB97M-V/def2-TZVPD) of a structure of composition C5H6O.

```
12
C5H6O, DFT wB97M-V/def2-TZVPD
O -0.8804 0.3061 1.2986
C -0.4263 0.9766 0.1597
C -1.1128 0.0354 -0.7967
C -0.4141 -0.7629 0.3121
C 1.0790 -0.3322 -0.0168
C 0.9219 1.2702 0.0537
H -2.1977 0.0047 -0.7118
H -0.7268 0.0086 -1.8146
H -0.7338 -1.7418 0.6760
H 1.4253 -0.7517 -0.9679
H 1.7721 -0.6090 0.7812
H 1.2937 1.5961 1.0265
```

As for the total charge: 0. As for the strongest force on any atom: 0.009 Eh/bohr. The value obtained for the HOMO energy (spin up / spin down) is -0.2835 / -0.2835 Eh. For the energy above the lowest of the compared OMol25 structures with the same formula, charge and spin, the calculation gives 578.5 kJ/mol. For the HOMO-LUMO gap (spin up / spin down), the calculation gives 7.68 / 7.68 eV. Its multiplicity is 1. The LUMO energy (spin up / spin down) is -0.03 / -0.03 eV. The calculation puts the calculated total energy at -7323.289 eV.

The following is a DFT calculation (wB97M-V/def2-TZVPD) of an isolated molecule of C5H6O in a non-equilibrium geometry.

```
12
C5H6O, DFT wB97M-V/def2-TZVPD
C 2.3040 -0.7375 -0.5084
C 1.2436 -0.3819 -0.0687
C -0.0716 0.0879 0.2609
C -1.2411 -0.8463 0.0093
C -0.2107 1.5510 0.1518
O -0.3747 0.8964 1.3893
H 3.2622 -1.1160 -0.7677
H -1.1561 -1.5967 0.7998
H -1.2285 -1.3535 -0.9580
H -2.2047 -0.3381 0.1462
H -0.9725 1.6194 -0.6133
H 0.6503 2.2153 0.1588
```

As for the total charge: 0. As for the strongest force on any atom: 0.037 Eh/bohr. The value obtained for the HOMO energy is -0.3499 Eh. For the energy above the lowest of the compared OMol25 structures with the same formula, charge and spin, the calculation gives 329.9 kJ/mol. For the HOMO-LUMO gap, the calculation gives 10.55 eV. Its multiplicity is 1. The LUMO energy is 1.03 eV. The SMILES is C#C[C@]1(C)CO1. The calculation puts the calculated total energy at -7325.865 eV.

The following is a DFT calculation (wB97M-V/def2-TZVPD) of a structure of composition C5H6O in a non-equilibrium geometry.

```
12
C5H6O, DFT wB97M-V/def2-TZVPD
C -1.0440 0.3870 0.5818
C -0.5054 -0.8741 -0.1040
O -0.4748 -0.1075 -1.3612
C -0.0572 0.9690 -0.4739
C 1.3071 0.3868 -0.0334
C 0.9421 -0.8331 0.3488
H -2.0920 0.5681 0.3365
H -0.8246 0.5054 1.6444
H -0.9887 -1.8402 -0.2263
H -0.1754 1.9818 -0.8736
H 2.2764 0.4584 -0.4824
H 1.6367 -1.6016 0.6431
```

As for the total charge: 0. As for the strongest force on any atom: 0.030 Eh/bohr. The value obtained for the HOMO energy is -0.3359 Eh. For the energy above the lowest of the compared OMol25 structures with the same formula, charge and spin, the calculation gives 288.6 kJ/mol. For the HOMO-LUMO gap, the calculation gives 10.29 eV. Its multiplicity is 1. The LUMO energy is 1.15 eV. The calculation puts the calculated total energy at -7326.293 eV.

The following is a DFT calculation (wB97M-V/def2-TZVPD) of an isolated molecule of C5H6O in a non-equilibrium geometry.

```
12
C5H6O, DFT wB97M-V/def2-TZVPD
C -1.2965 -1.2246 0.3351
C -0.2233 -0.1991 0.2509
C -0.0284 2.0534 -0.1348
O -0.6198 1.0573 0.4613
C 1.0912 -0.4475 -0.1795
C 2.2467 -0.7071 -0.4461
H -0.8508 -2.2157 0.4370
H -1.9107 -1.2213 -0.5770
H -1.9598 -1.0324 1.1842
H 0.5233 1.8525 -1.0386
H -0.1451 3.0278 0.3053
H 3.2681 -0.9587 -0.6324
```

As for the total charge: 0. As for the strongest force on any atom: 0.031 Eh/bohr. The value obtained for the HOMO energy (spin up / spin down) is -0.2646 / -0.2729 Eh. For the energy above the lowest of the compared OMol25 structures with the same formula, charge and spin, the calculation gives 450.9 kJ/mol. For the HOMO-LUMO gap (spin up / spin down), the calculation gives 8.00 / 7.65 eV. Its multiplicity is 1. The LUMO energy (spin up / spin down) is 0.80 / 0.22 eV. The calculation puts the calculated total energy at -7324.612 eV.